Entry 1:
Molecular formula: C8H9NO2
Method: DFT, ωB97M-V with the def2-TZVPD basis set

Output
HOMO   -6.93 eV
Kohn-Sham gap   7.70 eV
SMILES string   COc1cc(N)c2c(OC)c1-2
Electronic energy   -515.23483 Eh
2S+1   1
Energy relative to the best compared isomer or geometry (same formula, charge and spin)   640.6 kJ/mol

Last column: Mulliken charge in e.
Element x y z (Å)
1 C 3.552 1.257 0.170  -0.7298
2 O 2.217 1.621 -0.143  -0.3862
3 C 1.209 0.624 -0.052  -0.1303
4 C 1.388 -0.732 -0.098  -0.1154
5 C 0.106 -1.428 0.013  -0.3820
6 N -0.069 -2.787 0.100  -0.6017
7 C -0.885 -0.448 0.078  0.5157
8 C -1.525 0.741 0.065  0.2600
9 O -2.574 1.479 0.149  -0.4110
10 C -3.886 0.892 -0.073  -0.5982
11 C -0.115 0.895 -0.038  0.0943
12 H 3.912 2.259 0.425  0.2896
13 H 4.243 0.737 -0.595  0.2233
14 H 3.467 0.748 1.221  0.3326
15 H 2.234 -1.313 -0.243  0.4318
16 H 0.646 -3.433 -0.349  0.2238
17 H -0.905 -3.356 -0.103  0.2306
18 H -3.990 -0.158 0.358  0.2708
19 H -4.223 0.860 -1.243  0.2460
20 H -4.801 1.541 0.359  0.2362

---

Entry 2:
Molecular formula: C8H9NS2Ti
Method: DFT, ωB97M-V with the def2-TZVPD basis set

Output
HOMO (spin up / spin down)   -7.05 / -8.32 eV
Kohn-Sham gap (spin up / spin down)   6.77 / 7.72 eV
Electronic energy   -2010.72813 Eh
2S+1   3
Energy relative to the best compared isomer or geometry (same formula, charge and spin)   11.5 kJ/mol

Last column: Mulliken charge in e.
Element x y z (Å)
1 Ti -1.876 0.280 -1.165  0.4474
2 C 0.928 0.245 -4.732  -0.7604
3 H 0.202 0.093 -3.907  0.0494
4 H 1.775 -0.440 -4.587  0.2248
5 H 1.279 1.277 -4.698  0.2539
6 H 0.380 0.059 -5.624  0.2681
7 H -3.191 0.008 -2.110  -0.0724
8 S -1.546 -1.878 -1.731  -0.3257
9 C -0.595 -1.549 -0.304  0.4468
10 N -0.299 -0.208 -0.057  -0.4538
11 C 0.365 -0.037 1.140  0.3164
12 C 0.613 1.260 1.556  -0.8328
13 C 0.515 1.496 2.929  -0.3585
14 C 0.240 0.442 3.820  -0.4922
15 C 0.070 -0.873 3.373  -0.4078
16 C 0.204 -1.129 2.009  0.3778
17 S -0.395 -2.542 1.085  -0.1924
18 H 0.753 2.035 0.800  0.4085
19 H 0.635 2.503 3.299  0.3739
20 H 0.141 0.657 4.879  0.3536
21 H -0.198 -1.699 4.025  0.3752

---

Entry 3:
Molecular formula: C8H9O4
Method: DFT, ωB97M-V with the def2-TZVPD basis set

Output
HOMO   -4.53 eV
Kohn-Sham gap   7.94 eV
SMILES string   C[C@]1(O)C(C(=O)[O-])=CC=C[C@@H]1O
Electronic energy   -611.21033 Eh
2S+1   1
Energy relative to the best compared isomer or geometry (same formula, charge and spin)   0.0 kJ/mol
Total charge   -1

Last column: Mulliken charge in e.
Element x y z (Å)
1 C 0.109 -1.738 -0.267  -1.4029
2 C 0.643 -0.340 -0.058  0.7870
3 O 1.976 -0.348 0.301  -0.5971
4 C -0.319 0.339 1.119  0.1117
5 C -0.009 -0.128 2.574  0.3285
6 O -0.946 -0.044 3.387  -0.7497
7 O 1.156 -0.519 2.744  -0.7601
8 C -1.363 1.153 0.790  -0.5304
9 C -1.782 1.221 -0.564  -0.5644
10 C -0.854 1.068 -1.578  -0.5089
11 C 0.536 0.682 -1.312  0.2581
12 O 1.216 0.283 -2.451  -0.5882
13 H 0.002 -2.207 0.760  0.3535
14 H 0.996 -2.371 -0.710  0.2655
15 H -0.677 -1.750 -1.069  0.3094
16 H 2.000 -0.753 1.229  0.4431
17 H -2.001 1.351 1.654  0.4291
18 H -2.702 1.541 -0.835  0.5577
19 H -1.075 1.255 -2.630  0.3010
20 H 1.044 1.540 -0.704  0.2027
21 H 2.050 -0.235 -2.378  0.3546

---

Entry 4:
Molecular formula: C8H9O4
Method: DFT, ωB97M-V with the def2-TZVPD basis set

Output
HOMO   -13.26 eV
Kohn-Sham gap   8.81 eV
Electronic energy   -610.76810 Eh
2S+1   1
Energy relative to the best compared isomer or geometry (same formula, charge and spin)   175.0 kJ/mol
Total charge   +1

Last column: Mulliken charge in e.
Element x y z (Å)
1 C -0.292 -1.199 -0.382  -0.0945
2 C -1.065 -2.795 -1.710  0.9176
3 C 1.149 2.404 -1.350  -0.9217
4 C 0.570 2.338 -0.149  0.3334
5 C 0.247 1.042 0.331  0.9698
6 C -0.258 -1.923 0.899  -0.3247
7 C -1.019 -3.341 0.646  -0.3980
8 C 0.468 3.598 0.719  -1.2697
9 O -0.912 -2.444 -2.774  -0.2114
10 O 0.245 0.573 1.440  -0.5281
11 O -1.379 -3.483 -0.732  -0.2588
12 O -0.010 -0.027 -0.687  -0.2739
13 H 1.707 3.291 -1.715  0.2595
14 H 1.162 1.603 -2.063  0.3055
15 H 0.896 -2.140 1.030  0.3150
16 H -0.669 -1.372 1.811  0.3960
17 H -0.310 -4.203 0.851  0.2714
18 H -1.868 -3.469 1.169  0.3713
19 H 0.825 3.365 1.703  0.3491
20 H 1.039 4.296 0.275  0.4350
21 H -0.524 3.886 0.689  0.3572

---

Entry 5:
Molecular formula: C8H9O5P
Method: DFT, ωB97M-V with the def2-TZVPD basis set

Output
HOMO   0.09 eV
Kohn-Sham gap   5.79 eV
SMILES string   CO[C@](O)(c1ccccc1)P(=O)([O-])[O-]
Electronic energy   -1027.82264 Eh
2S+1   1
Energy relative to the best compared isomer or geometry (same formula, charge and spin)   129.6 kJ/mol
Total charge   -2

Last column: Mulliken charge in e.
Element x y z (Å)
1 C -2.359 0.480 -1.239  -0.9674
2 O -1.685 -0.665 -0.800  -0.3888
3 C -1.044 -0.476 0.386  0.5511
4 O -1.766 0.158 1.358  -0.6096
5 C 0.248 0.199 0.071  0.1358
6 C 1.068 0.686 1.136  -0.3158
7 C 2.331 1.216 0.879  -0.5966
8 C 2.817 1.292 -0.382  -0.3901
9 C 2.095 0.701 -1.452  -0.5953
10 C 0.804 0.198 -1.299  -0.3406
11 P -0.697 -2.224 1.112  0.9236
12 O -0.751 -3.090 -0.132  -0.7996
13 O -1.997 -2.294 1.980  -0.9181
14 O 0.545 -2.028 2.008  -0.8019
15 H -3.046 0.203 -1.974  0.2850
16 H -1.622 1.119 -1.623  0.3298
17 H -2.927 0.820 -0.378  0.3155
18 H -2.187 -0.663 1.718  0.4830
19 H 0.581 0.715 2.072  0.4241
20 H 2.983 1.701 1.584  0.3027
21 H 3.809 1.691 -0.556  0.3269
22 H 2.323 0.849 -2.485  0.3492
23 H 0.476 -0.588 -1.987  0.2970

---

Entry 6:
Molecular formula: C8H9O5PSYb
Method: DFT, ωB97M-V with the def2-TZVPD basis set

Output
HOMO   -13.31 eV
Kohn-Sham gap   2.50 eV
Electronic energy   -2583.87105 Eh
2S+1   1
Total charge   +2

Last column: Mulliken charge in e.
Element x y z (Å)
1 O -2.056 -2.853 -3.721  -0.5683
2 P -0.623 -2.349 -3.713  0.8044
3 O -0.547 -1.001 -2.819  -0.2487
4 S 0.922 -0.100 -3.096  0.4952
5 O 0.699 0.686 -4.293  -0.4195
6 O 1.102 1.004 -1.874  -0.1675
7 C -0.026 0.955 -0.940  -0.3006
8 C 0.108 2.033 0.228  0.0216
9 O 0.165 3.208 0.028  -0.4313
10 C 0.128 1.420 1.667  0.5280
11 C 1.160 0.454 1.982  -0.2481
12 C 1.174 -0.159 3.309  -0.4845
13 C 0.145 0.211 4.262  -0.4191
14 C -0.875 1.192 3.922  -0.4380
15 C -0.903 1.818 2.608  -0.4402
16 H -0.233 -2.184 -5.079  0.1835
17 H 0.161 -3.439 -3.165  0.0256
18 H -1.028 1.127 -1.418  0.4001
19 H -0.031 -0.076 -0.487  0.3691
20 H 1.951 0.120 1.269  0.3648
21 H 1.957 -0.904 3.577  0.3583
22 H 0.079 -0.235 5.281  0.3562
23 H -1.678 1.463 4.640  0.3560
24 H -1.679 2.551 2.290  0.3671
25 Yb -0.069 -4.939 -4.458  1.5361

---

Entry 7:
Molecular formula: C90H100Br2O2
Method: DFT, ωB97M-V with the def2-TZVPD basis set

Output
HOMO   -9.01 eV
Kohn-Sham gap   9.60 eV
Electronic energy   -8787.78924 Eh
2S+1   1

Last column: Mulliken charge in e.
Element x y z (Å)
1 Br -11.190 -12.091 29.705  -0.1231
2 C -11.688 -13.900 29.033  -0.5865
3 C -10.741 -14.265 27.859  0.1909
4 Br -10.911 -16.161 27.343  0.0653
5 H -12.728 -13.817 28.717  0.6046
6 H -11.575 -14.625 29.839  0.2700
7 H -9.679 -14.121 28.057  -0.4158
8 H -11.027 -13.662 26.997  0.0024
9 C -11.808 -20.286 29.190  -0.9717
10 C -12.410 -19.020 29.104  0.2292
11 C -13.746 -18.809 28.742  -0.3055
12 C -14.499 -19.961 28.465  -0.5976
13 C -13.916 -21.220 28.599  -0.5331
14 C -12.592 -21.428 28.994  -0.5851
15 H -10.808 -20.303 29.598  0.4948
16 H -11.885 -18.116 29.375  0.3336
17 H -14.142 -17.816 28.588  0.7555
18 H -15.510 -19.939 28.084  0.4336
19 H -14.574 -22.065 28.463  0.3654
20 H -12.222 -22.428 29.167  0.4153
21 C -8.502 -12.526 25.353  -0.9353
22 C -7.661 -13.548 25.771  0.2366
23 C -7.086 -13.571 26.993  -1.0494
24 C -7.390 -12.564 27.912  -0.5663
25 C -8.133 -11.436 27.505  -0.6476
26 C -8.703 -11.486 26.224  0.7805
27 H -8.954 -12.630 24.377  0.4015
28 H -7.355 -14.205 24.970  0.3117
29 H -6.289 -14.252 27.252  0.4965
30 H -6.945 -12.451 28.890  0.4665
31 H -8.223 -10.629 28.217  0.4783
32 H -9.341 -10.685 25.883  -0.0019
33 C -12.964 -17.752 24.044  0.0210
34 C -12.921 -18.492 25.198  -0.1355
35 C -12.830 -19.893 24.967  0.0527
36 C -12.914 -20.527 23.733  -1.1403
37 C -13.043 -19.677 22.675  -0.4064
38 C -12.989 -18.292 22.782  -0.7749
39 H -13.099 -16.693 24.206  0.6536
40 H -12.905 -18.035 26.177  0.1511
41 H -12.829 -20.572 25.806  0.2639
42 H -12.864 -21.582 23.508  0.4176
43 H -13.359 -20.039 21.708  0.3420
44 H -13.200 -17.681 21.916  0.5235
45 C -12.904 -12.271 25.115  0.2324
46 C -11.985 -11.557 24.313  0.8275
47 C -11.821 -10.192 24.453  -0.6837
48 C -12.602 -9.416 25.310  -0.6764
49 C -13.432 -10.130 26.132  -0.5236
50 C -13.612 -11.529 26.042  -1.0176
51 H -13.103 -13.321 24.958  0.5909
52 H -11.473 -12.070 23.513  -0.6621
53 H -11.057 -9.760 23.823  0.3252
54 H -12.464 -8.350 25.407  0.4700
55 H -14.136 -9.616 26.770  0.5517
56 H -14.229 -12.118 26.705  0.5732
57 C -7.702 -15.110 30.880  -0.3483
58 C -8.405 -14.316 31.732  -0.0352
59 C -7.997 -13.893 32.995  -0.2832
60 C -6.710 -14.226 33.369  -0.7164
61 C -5.945 -15.022 32.527  -0.8981
62 C -6.370 -15.414 31.215  -0.2779
63 H -8.084 -15.409 29.915  0.6369
64 H -9.433 -14.098 31.486  0.2252
65 H -8.592 -13.269 33.646  0.5526
66 H -6.344 -13.998 34.360  0.4153
67 H -4.964 -15.281 32.896  0.3166
68 H -5.736 -16.004 30.570  0.4109
69 C -13.979 -13.544 20.594  -0.6110
70 C -13.804 -13.636 21.963  -0.1154
71 C -14.508 -14.646 22.654  0.4187
72 C -15.303 -15.611 21.951  -0.7759
73 C -15.446 -15.441 20.556  -0.3669
74 C -14.853 -14.374 19.872  -0.6707
75 H -13.425 -12.817 20.020  0.3583
76 H -13.012 -13.039 22.390  0.4605
77 H -14.250 -14.824 23.687  0.0436
78 H -15.769 -16.421 22.492  0.5264
79 H -16.030 -16.185 20.034  0.3710
80 H -14.954 -14.139 18.823  0.3828
81 C -9.749 -8.060 27.165  0.1393
82 C -8.600 -7.933 26.390  -0.3039
83 C -8.226 -6.684 25.914  -0.7561
84 C -8.925 -5.561 26.384  -0.2691
85 C -9.956 -5.668 27.255  -0.7779
86 C -10.393 -6.911 27.567  -0.2132
87 H -10.055 -9.042 27.496  0.5434
88 H -7.935 -8.757 26.178  0.2649
89 H -7.372 -6.634 25.255  0.4031
90 H -8.719 -4.571 26.006  0.3429
91 H -10.507 -4.814 27.622  0.4068
92 H -11.204 -7.031 28.270  0.2698
93 C -13.374 -16.862 31.826  -0.0341
94 C -12.836 -17.645 32.822  -0.8384
95 C -13.494 -17.841 34.065  -0.5158
96 C -14.656 -17.179 34.317  -0.5373
97 C -15.171 -16.307 33.303  -0.2391
98 C -14.548 -16.143 32.113  -0.1436
99 H -12.846 -16.789 30.886  0.3517
100 H -11.959 -18.257 32.667  0.4510
101 H -13.089 -18.334 34.936  0.3517
102 H -15.114 -17.267 35.291  0.3718
103 H -16.050 -15.716 33.511  0.4141
104 H -14.935 -15.371 31.464  0.3008
105 C -5.448 -17.324 27.686  -0.9941
106 C -6.474 -17.853 28.475  -0.0087
107 C -7.626 -18.440 27.888  -0.8695
108 C -7.707 -18.316 26.489  0.3728
109 C -6.680 -17.872 25.678  -0.8198
110 C -5.586 -17.359 26.286  -0.2510
111 H -4.622 -16.812 28.157  0.4196
112 H -6.442 -17.768 29.551  0.6108
113 H -8.543 -18.662 28.414  0.4237
114 H -8.507 -18.632 25.836  0.4319
115 H -6.745 -17.824 24.601  0.3596
116 H -4.760 -16.892 25.770  0.3549
117 C -8.708 -14.005 21.523  -0.5360
118 C -10.000 -13.759 21.991  -0.5173
119 C -10.538 -14.658 22.901  0.4529
120 C -9.826 -15.808 23.279  -0.4051
121 C -8.576 -16.090 22.712  -0.6295
122 C -8.000 -15.146 21.906  -0.5868
123 H -8.227 -13.235 20.939  0.3881
124 H -10.483 -12.813 21.795  0.4415
125 H -11.505 -14.561 23.372  0.2624
126 H -10.228 -16.547 23.955  0.3030
127 H -8.070 -16.964 23.094  0.4333
128 H -7.021 -15.310 21.482  0.3761
129 C -12.156 -8.241 30.544  -0.1953
130 C -10.966 -8.286 31.311  -0.6772
131 C -10.717 -7.263 32.274  -0.1563
132 C -11.591 -6.194 32.339  -0.6853
133 C -12.731 -6.178 31.616  -0.4703
134 C -12.993 -7.159 30.666  -0.4218
135 H -12.387 -8.950 29.763  0.4845
136 H -10.228 -9.043 31.090  0.6045
137 H -9.855 -7.322 32.922  0.5118
138 H -11.568 -5.371 33.038  0.3474
139 H -13.402 -5.337 31.716  0.3669
140 H -13.897 -7.215 30.078  0.4128
141 C -10.239 -9.960 34.207  0.1027
142 C -10.540 -9.379 35.431  -0.7749
143 C -9.629 -9.592 36.491  -0.5501
144 C -8.394 -10.142 36.286  -0.6538
145 C -8.111 -10.672 35.042  0.2804
146 C -9.027 -10.608 33.982  -1.0612
147 H -10.854 -9.736 33.348  0.4750
148 H -11.490 -8.871 35.510  0.4792
149 H -9.856 -9.157 37.453  0.3855
150 H -7.723 -10.367 37.102  0.3713
151 H -7.189 -11.160 34.761  0.3480
152 H -8.717 -11.047 33.045  0.5888
153 C -17.089 -16.265 26.693  -0.7079
154 C -16.309 -15.218 27.141  -0.3167
155 C -16.295 -14.821 28.444  0.1096
156 C -17.027 -15.508 29.395  -0.2815
157 C -17.843 -16.580 28.989  -0.7275
158 C -17.867 -16.961 27.650  -0.4202
159 H -17.174 -16.519 25.647  0.5067
160 H -15.662 -14.673 26.470  0.6166
161 H -15.757 -13.974 28.842  0.1833
162 H -16.805 -15.250 30.421  0.2615
163 H -18.362 -17.100 29.780  0.3729
164 H -18.487 -17.812 27.407  0.3972
165 C -15.212 -11.392 29.740  -0.5599
166 C -14.538 -11.857 30.866  0.0754
167 C -15.373 -12.294 31.899  -0.2746
168 C -16.770 -12.268 31.799  -0.8375
169 C -17.417 -11.847 30.702  -0.5028
170 C -16.607 -11.412 29.605  -0.3458
171 H -14.617 -10.935 28.963  0.3819
172 H -13.461 -11.837 30.950  0.2337
173 H -14.933 -12.623 32.829  0.5894
174 H -17.404 -12.520 32.636  0.3853
175 H -18.492 -11.942 30.685  0.4017
176 H -17.049 -11.112 28.667  0.4411
177 C -12.043 -13.357 33.425  0.6854
178 C -11.856 -13.175 34.855  -0.8013
179 O -10.500 -13.091 35.193  -0.5878
180 H -11.569 -14.312 33.198  0.0513
181 H -11.520 -12.659 32.772  0.0490
182 H -13.104 -13.532 33.243  -0.3753
183 H -12.373 -13.970 35.392  0.4178
184 H -12.349 -12.233 35.097  0.3150
185 H -10.167 -12.220 34.967  0.1187
186 C -9.554 -21.424 26.114  -0.4238
187 C -9.415 -22.987 26.184  -0.7177
188 O -10.724 -23.448 26.275  -0.4806
189 H -9.801 -20.999 27.087  0.0069
190 H -10.089 -20.907 25.318  0.3511
191 H -8.510 -21.158 25.945  0.3161
192 H -8.751 -23.345 26.970  0.3311
193 H -8.967 -23.316 25.246  0.3590
194 H -11.017 -23.322 25.369  0.2865